[1]
77
Properties=species:S:1:pos:R:3:forces:R:3:lowdin_charge:R:1 method="wB97M-V/def2-TZVPD" homo_ha=-0.315 energy_ev=-52286.945 relative_energy_kj_mol=0.0 lumo_energy_ev=-1.11
C 2.233 0.049 0.804 -0.495 -0.183 -0.373 -0.1723
C 1.075 -0.218 -0.174 0.139 0.059 0.259 -0.4282
P 0.162 -1.745 0.338 -0.059 0.103 0.113 0.9798
C 0.536 -2.887 -1.072 0.129 -0.169 0.039 -0.2753
C -1.576 -1.292 -0.047 -0.224 0.117 -0.131 -0.3610
C -1.955 -0.267 -0.925 0.035 -0.224 0.101 -0.0542
C -3.287 0.048 -1.130 0.089 -0.087 -0.029 0.0077
C -4.274 -0.665 -0.464 -0.006 -0.077 0.091 -0.0910
C -3.916 -1.706 0.399 -0.035 0.095 -0.115 -0.0904
C -2.579 -2.013 0.603 0.134 0.115 -0.119 -0.0255
C -4.972 -2.489 1.103 -0.032 -0.009 -0.021 -0.3344
O -4.746 -3.563 1.617 -0.013 0.089 0.106 0.1110
C -6.336 -1.895 1.133 0.090 0.130 -0.154 0.0309
C -6.673 -0.906 0.304 -0.085 -0.117 0.194 0.0269
C -5.709 -0.336 -0.672 -0.046 0.017 -0.122 -0.3342
O -6.094 0.355 -1.593 0.077 0.027 0.151 0.1029
H 1.786 0.270 1.772 0.258 0.018 0.128 0.0475
H 2.860 -0.837 0.899 0.187 0.114 0.080 0.0537
H 2.826 0.894 0.455 0.115 -0.012 0.133 0.0681
H 0.382 0.621 -0.125 0.019 0.052 -0.054 0.0445
H 1.435 -0.308 -1.200 -0.055 0.043 -0.040 0.0694
H -0.352 -3.124 -1.656 -0.017 0.034 -0.013 0.0372
H 0.941 -3.813 -0.666 -0.016 -0.028 -0.094 0.0197
H 1.286 -2.443 -1.726 -0.037 -0.032 -0.051 0.0266
H -1.205 0.285 -1.476 0.032 0.006 0.021 0.0904
H -3.559 0.840 -1.814 -0.097 -0.012 0.023 0.1083
H -2.324 -2.813 1.286 -0.018 -0.002 0.020 0.1125
H -7.039 -2.336 1.828 -0.006 -0.061 -0.041 0.1206
H -7.675 -0.496 0.283 0.012 -0.002 -0.080 0.1205
C -2.533 3.399 3.984 -0.015 -0.004 0.029 -0.1097
O -1.406 3.407 4.841 0.084 0.009 -0.107 -0.1890
C -0.953 2.114 5.202 -0.082 0.050 0.091 -0.2062
C 0.194 1.633 4.340 0.101 -0.076 -0.025 -0.2030
O -0.167 1.504 2.976 -0.133 0.052 -0.019 -0.2072
C 0.194 2.611 2.174 0.048 -0.008 -0.120 -0.1149
H -2.604 4.385 3.528 -0.009 0.015 0.030 0.0894
H -2.438 2.648 3.197 0.003 0.008 -0.005 0.0815
H -3.450 3.206 4.553 -0.005 -0.028 -0.011 0.0885
H -1.779 1.396 5.159 0.005 -0.015 -0.015 0.1272
H -0.606 2.168 6.238 -0.014 -0.022 0.007 0.1260
H 0.498 0.642 4.690 0.020 0.008 0.005 0.1280
H 1.052 2.306 4.445 -0.011 0.022 -0.001 0.1288
H 1.253 2.555 1.898 0.007 0.062 0.009 0.0802
H 0.005 3.569 2.663 -0.041 -0.047 0.085 0.0880
H -0.407 2.562 1.266 0.018 -0.015 -0.015 0.0878
C 5.894 0.148 2.068 -0.046 0.018 -0.061 -0.1104
O 5.465 -1.184 1.856 0.091 -0.056 0.112 -0.2041
C 6.241 -1.891 0.906 -0.123 0.037 -0.056 -0.2077
C 7.312 -2.753 1.541 0.093 -0.083 0.018 -0.2083
O 8.273 -2.000 2.258 -0.059 0.124 -0.021 -0.1899
C 8.024 -1.929 3.650 0.019 -0.036 0.002 -0.1101
H 5.477 0.483 3.017 -0.041 -0.009 -0.012 0.0912
H 6.983 0.221 2.113 0.005 -0.008 0.015 0.0843
H 5.525 0.801 1.270 0.032 0.019 -0.002 0.0833
H 6.694 -1.195 0.191 0.023 0.004 0.007 0.1275
H 5.560 -2.545 0.353 0.013 0.006 -0.027 0.1251
H 7.843 -3.283 0.745 -0.015 -0.021 0.004 0.1258
H 6.849 -3.502 2.193 -0.017 0.010 0.011 0.1272
H 8.343 -2.851 4.148 -0.029 -0.011 0.006 0.0885
H 6.967 -1.757 3.864 -0.002 0.013 0.000 0.0828
H 8.606 -1.098 4.044 0.029 -0.015 -0.006 0.0894
C -0.912 1.200 -4.583 -0.021 -0.011 0.027 -0.1123
O -2.073 0.393 -4.553 0.016 -0.023 -0.108 -0.1972
C -3.281 1.118 -4.721 -0.003 -0.042 0.193 -0.2087
C -3.787 1.113 -6.147 -0.044 0.012 -0.111 -0.2025
O -2.897 1.743 -7.050 0.103 0.026 0.088 -0.1895
C -2.050 0.844 -7.742 -0.037 -0.002 -0.026 -0.1116
H -0.061 0.544 -4.758 0.000 -0.014 0.032 0.0904
H -0.956 1.946 -5.380 0.009 0.000 -0.004 0.0845
H -0.770 1.714 -3.625 -0.005 0.038 -0.011 0.0817
H -3.152 2.149 -4.371 -0.007 0.020 -0.024 0.1305
H -4.034 0.639 -4.088 -0.031 0.036 -0.015 0.1161
H -4.729 1.669 -6.177 -0.012 -0.024 0.007 0.1279
H -3.993 0.086 -6.466 0.015 -0.013 0.005 0.1283
H -2.586 0.366 -8.569 -0.001 -0.029 0.014 0.0885
H -1.655 0.070 -7.080 0.013 0.003 0.006 0.0827
H -1.221 1.421 -8.148 -0.019 0.015 -0.022 0.0890

[2]
79
Properties=species:S:1:pos:R:3:forces:R:3:lowdin_charge:R:1 method="wB97M-V/def2-TZVPD" homo_ha=-0.392 energy_ev=-59955.459 lumo_energy_ev=-3.15 charge=+1
C -1.476 -3.154 3.775 0.619 -0.519 -0.543 -0.1004
C -0.268 -3.618 2.907 -0.700 0.727 -0.814 -0.2422
C -0.686 -3.555 1.393 -0.084 -1.103 1.380 -0.2249
C -1.435 -4.883 1.044 0.793 1.141 -0.711 -0.1957
C -1.652 -4.941 -0.501 -0.572 -1.490 0.678 -0.1949
C -3.132 -5.124 -0.918 0.365 0.770 -0.992 -0.2026
C -4.001 -3.851 -0.758 0.148 -0.691 0.602 -0.2003
C -4.515 -3.596 0.689 -0.266 0.687 -1.229 -0.1992
C -5.644 -2.516 0.604 0.822 -0.866 0.591 -0.1914
C -5.771 -1.726 1.935 -0.265 0.398 -0.746 -0.1880
C -5.207 -0.274 1.872 -0.693 -0.042 1.039 -0.1678
C -3.728 -0.181 2.388 -0.608 -0.110 -0.905 -0.0901
C -2.775 0.583 1.485 -0.256 -0.799 0.014 -0.0495
C -2.018 1.545 1.969 0.723 -0.015 -1.349 -0.1700
F -2.035 1.856 3.244 0.247 0.671 0.494 0.1392
C -1.100 2.345 1.075 -0.845 -1.344 -0.061 -0.2705
O -0.678 3.377 1.469 1.198 2.104 0.688 0.1590
C -0.717 1.803 -0.275 0.324 -0.084 -0.394 -0.1420
C 0.470 2.437 -0.991 0.599 0.671 0.345 -0.1441
C 0.070 3.052 -2.361 1.948 -1.411 1.442 -0.8721
O -1.021 3.376 -2.521 -2.885 1.171 -0.944 0.0563
I 1.482 3.296 -3.971 0.266 0.007 0.141 0.8114
C -1.425 0.801 -0.795 0.656 -1.080 1.088 -0.1883
P -1.139 -0.065 -2.404 -1.724 -0.550 -2.071 0.9123
N 0.570 -0.064 -2.726 -0.476 0.140 1.932 -0.1706
O -1.497 -1.684 -2.108 1.139 1.413 0.871 -0.3077
C -2.631 0.303 0.011 0.757 0.647 0.433 -0.3137
O -3.476 -0.300 -0.565 -1.163 -0.992 -0.841 0.1207
H -1.443 -3.626 4.764 -0.146 0.385 -0.132 0.0731
H -2.393 -3.470 3.253 0.099 0.092 0.409 0.0521
H -1.478 -2.058 3.842 -0.072 -0.294 0.196 0.0646
H 0.593 -2.953 3.068 -0.120 -0.379 0.183 0.0954
H -0.001 -4.664 3.111 0.130 0.392 0.187 0.0972
H -1.356 -2.685 1.262 0.309 -0.172 -0.298 0.0920
H 0.208 -3.491 0.752 -0.326 0.162 0.088 0.1031
H -2.369 -4.968 1.612 0.156 0.057 -0.241 0.0948
H -0.783 -5.704 1.382 -0.238 0.162 -0.208 0.1070
H -1.115 -5.837 -0.860 -0.082 0.379 -0.022 0.1064
H -1.183 -4.087 -1.009 -0.348 -0.103 0.145 0.0802
H -3.599 -6.000 -0.440 0.236 0.308 0.115 0.1134
H -3.113 -5.360 -1.999 -0.068 0.013 0.343 0.1054
H -4.847 -3.929 -1.460 0.082 0.065 0.338 0.1144
H -3.424 -2.961 -1.056 -0.169 -0.301 -0.075 0.0853
H -3.668 -3.197 1.272 -0.339 -0.189 0.034 0.0713
H -4.890 -4.518 1.160 0.197 0.249 -0.047 0.1178
H -6.580 -3.037 0.347 0.217 0.227 0.172 0.1109
H -5.397 -1.883 -0.259 -0.160 0.168 0.441 0.0919
H -5.244 -2.223 2.765 -0.247 -0.155 -0.302 0.1040
H -6.839 -1.723 2.203 0.359 0.312 0.070 0.1049
H -5.817 0.298 2.593 0.268 0.001 -0.304 0.1065
H -5.380 0.204 0.902 0.240 -0.302 0.139 0.1056
H -3.744 0.312 3.367 0.214 -0.223 -0.251 0.1193
H -3.376 -1.215 2.535 0.191 0.377 -0.098 0.0927
H 1.341 1.776 -1.053 -0.276 0.136 -0.169 0.0970
H 0.785 3.302 -0.373 -0.154 -0.224 -0.234 0.1132
H 0.799 -0.891 -3.274 -0.088 0.218 -0.095 0.0476
H 1.045 -0.132 -1.823 0.416 -0.262 -0.438 0.0267
H -0.934 -1.928 -1.350 -0.405 -0.574 -0.170 0.0302
C 6.329 2.797 -1.574 0.316 -0.030 0.152 0.0182
N 6.748 4.243 -1.520 -0.008 -0.100 -0.060 -0.3631
C 7.959 4.410 -2.392 -0.185 0.078 0.111 0.0129
C 7.110 4.602 -0.113 -0.074 -0.002 -0.153 0.0208
C 5.662 5.157 -2.066 -0.110 -0.205 0.039 -0.0885
C 4.364 5.177 -1.285 -0.361 -0.186 0.236 -0.2182
O 3.760 3.893 -1.290 0.204 0.039 0.199 -0.1226
H 7.217 2.186 -1.420 0.023 0.079 -0.059 0.1126
H 5.622 2.599 -0.778 -0.150 0.063 -0.176 0.1014
H 5.899 2.594 -2.551 -0.077 -0.012 0.070 0.1184
H 8.752 3.770 -2.011 -0.026 0.017 -0.026 0.1125
H 8.270 5.452 -2.358 0.014 -0.036 -0.042 0.1141
H 7.696 4.122 -3.407 0.038 0.020 0.022 0.1172
H 6.261 4.407 0.534 0.027 0.026 -0.009 0.1076
H 7.382 5.656 -0.083 0.011 -0.035 0.041 0.1192
H 7.953 3.985 0.192 -0.023 0.030 -0.008 0.1165
H 5.476 4.822 -3.087 0.012 0.008 0.029 0.1446
H 6.086 6.161 -2.090 -0.012 -0.025 0.004 0.1440
H 3.686 5.886 -1.770 0.273 0.203 -0.080 0.1380
H 4.515 5.510 -0.254 0.105 0.166 -0.056 0.1238
H 2.892 3.976 -0.876 0.060 -0.076 -0.147 0.0735

[3]
74
Properties=species:S:1:pos:R:3:forces:R:3:lowdin_charge:R:1 method="wB97M-V/def2-TZVPD" homo_ha="-0.357 / -0.357" energy_ev=-54475.424 relative_energy_kj_mol=77.1 lumo_energy_ev="-5.60 / -5.61" charge=+1
In 2.572 -1.420 -1.523 -0.096 -0.183 0.376 0.8886
C -2.540 -3.492 2.277 -0.159 -0.161 0.141 -0.1151
C -3.212 -2.369 1.709 0.001 -0.006 0.119 -0.1074
C -2.523 -3.757 0.000 0.019 0.003 -0.052 -0.1179
C -2.170 -4.372 1.223 0.027 -0.191 -0.214 -0.1149
C -3.135 -2.505 0.294 -0.142 -0.317 -0.547 -0.1124
C -2.316 -3.747 3.710 0.080 0.086 0.383 0.0004
H -2.646 -2.895 4.303 0.094 -0.091 0.079 0.0779
H -1.252 -3.922 3.917 -0.173 0.009 -0.058 0.1055
H -2.861 -4.632 4.062 0.075 0.062 -0.126 0.1126
C -1.585 -5.726 1.345 0.361 -0.181 0.200 0.0120
H -1.030 -5.819 2.285 -0.118 -0.069 -0.198 0.0944
H -0.906 -5.965 0.513 -0.190 0.228 0.222 0.0993
H -2.364 -6.510 1.340 0.078 0.336 0.040 0.1188
C -2.303 -4.348 -1.337 -0.019 0.194 -0.348 0.0111
H -2.918 -5.256 -1.488 0.259 0.347 0.133 0.1183
H -1.243 -4.633 -1.460 -0.393 0.112 0.028 0.1087
H -2.582 -3.609 -2.100 0.196 -0.444 0.051 0.0826
C -3.675 -1.550 -0.697 0.103 0.402 -0.201 0.0030
H -4.756 -1.697 -0.866 0.315 0.014 0.133 0.1194
H -3.171 -1.647 -1.670 -0.201 0.037 0.323 0.0913
H -3.518 -0.527 -0.328 -0.199 -0.248 -0.161 0.0727
C -3.940 -1.300 2.422 -0.329 0.217 0.299 -0.0003
H -4.995 -1.224 2.110 0.304 -0.206 -0.068 0.1164
H -3.505 -0.311 2.223 -0.020 -0.342 -0.009 0.0589
H -3.939 -1.465 3.503 0.004 0.068 -0.172 0.0831
C 0.953 0.315 2.988 0.856 0.944 -0.248 -0.0835
C -0.180 -0.027 3.571 -0.039 -0.452 1.752 -0.1248
C -1.400 0.811 3.838 -0.759 0.100 -1.345 -0.1639
C -1.719 1.837 2.706 -0.826 0.099 0.836 -0.1925
C -1.982 1.250 1.361 -0.251 0.109 -1.384 -0.1428
C -1.115 0.775 0.470 0.245 0.291 0.187 -0.0840
C 0.362 0.746 0.639 0.428 -0.172 -0.842 -0.2219
C 1.041 1.334 1.856 0.645 0.261 1.218 -0.1989
H -1.451 1.417 4.791 0.649 -1.109 -0.707 0.1381
H -0.993 2.672 2.665 -0.655 -0.531 0.236 0.1116
H -2.205 0.054 3.862 -0.121 0.746 0.294 0.0733
H 0.721 2.355 2.135 0.067 -0.644 -0.273 0.1051
H 1.910 -0.113 3.338 -0.712 -0.547 -0.899 0.1228
H -0.195 -1.020 4.042 0.203 0.567 0.589 0.0954
H 2.097 1.441 1.608 0.042 -0.034 -0.006 0.0958
H 0.665 -0.306 0.585 0.156 -0.021 -0.072 0.0791
H -1.395 0.429 -0.538 -0.344 0.216 0.574 0.1108
H 0.799 1.226 -0.250 -0.184 -0.124 -0.011 0.0559
H -2.711 2.229 2.973 0.466 0.493 0.248 0.1094
H -3.018 1.377 1.025 0.197 -0.314 0.044 0.1010
P 2.840 2.399 -1.609 0.316 1.350 0.529 0.7711
P 2.176 2.494 -4.461 0.346 1.075 -1.235 0.7781
C 3.692 3.798 -2.564 -0.015 -0.236 0.154 -0.4256
C 3.648 3.563 -4.061 0.129 -0.344 0.113 -0.4588
H 4.726 3.888 -2.205 -0.233 0.077 0.037 0.0772
H 3.173 4.736 -2.311 0.164 -0.399 -0.084 0.0706
H 3.563 4.527 -4.581 0.126 -0.347 -0.146 0.0768
H 4.560 3.052 -4.394 -0.167 0.079 -0.071 0.0796
C 2.468 2.568 -6.270 -0.167 -0.195 -0.234 -0.3358
H 1.583 2.172 -6.774 0.173 -0.008 -0.183 0.0306
H 3.334 1.942 -6.505 -0.141 0.033 -0.134 0.0331
H 2.657 3.592 -6.614 -0.036 -0.171 0.008 0.0405
C 0.966 3.902 -4.428 -0.335 -0.272 0.122 -0.3022
H 1.384 4.801 -4.902 -0.055 -0.245 0.118 0.0443
H 0.643 4.149 -3.410 -0.003 -0.044 -0.159 0.0236
H 0.091 3.580 -5.005 -0.001 0.169 0.191 0.0338
C 4.357 1.716 -0.822 -0.014 0.000 0.146 -0.3261
H 4.091 0.985 -0.045 0.205 0.179 -0.060 0.0132
H 4.926 2.555 -0.396 0.040 -0.418 0.065 0.0430
H 4.964 1.213 -1.589 -0.129 0.133 0.226 0.0407
C 2.264 3.624 -0.340 -0.027 -0.171 0.361 -0.2854
H 1.681 4.403 -0.860 0.086 -0.412 0.240 0.0407
H 3.140 4.112 0.117 -0.315 -0.095 0.025 0.0552
H 1.643 3.150 0.426 0.197 0.396 -0.143 -0.0095
O 1.214 -3.370 0.246 -0.102 -0.013 0.317 -0.1393
C 1.939 -2.778 1.057 0.256 0.754 -0.300 -0.5572
O 2.762 -1.832 0.693 -0.684 -0.928 0.855 -0.3516
H 1.847 -3.044 2.175 0.445 0.497 -1.318 0.1463